(1)
{
  "formula": "C5H7ClO",
  "method": "ωB97M-V/def2-TZVPD",
  "elements": ["C", "C", "C", "C", "C", "O", "Cl", "H", "H", "H", "H", "H", "H", "H"],
  "xyz": [[-0.749, -0.885, -0.674], [-0.102, -1.554, 0.272], [-0.803, 0.664, -0.708], [0.858, -0.900, 1.163], [0.294, 1.268, 0.057], [1.374, 1.710, -0.661], [0.271, -0.595, 2.846], [-1.461, -1.416, -1.336], [-0.219, -2.590, 0.321], [-0.693, 0.790, -1.873], [-1.867, 0.846, -0.272], [1.899, -1.011, 1.274], [0.151, 1.789, 1.121], [1.046, 1.884, -1.530]],
  "lowdin_charge": [-0.111, -0.200, -0.192, -0.477, -0.275, -0.002, 0.524, 0.112, 0.079, 0.140, 0.147, 0.038, 0.146, 0.071],
  "gap_ev": [7.1430, 9.2569],
  "spin_multiplicity": 3,
  "homo_energy_ha": [-0.22968, -0.36364],
  "charge": 0,
  "lumo_ev": [0.9, -0.6]
}

=====

(2)
{
  "formula": "C3H5N3OS",
  "method": "ωB97M-V/def2-TZVPD",
  "elements": ["C", "C", "C", "H", "H", "H", "H", "H", "N", "N", "N", "O", "S"],
  "xyz": [[-0.455, 1.343, -0.696], [-0.915, -1.053, 0.461], [1.056, -0.428, 1.695], [-2.961, 0.337, -1.524], [0.310, 1.906, 0.060], [-1.699, 1.781, -2.367], [-1.818, -1.722, 0.482], [1.587, -0.398, 2.948], [-1.026, -0.110, -0.621], [-0.936, 2.166, -1.622], [-0.139, -1.225, 1.551], [-2.111, -0.531, -1.604], [2.379, -0.166, 0.582]],
  "lowdin_charge": [-0.177, -0.150, -0.675, 0.242, 0.145, 0.091, 0.134, 0.131, -0.103, 0.029, -0.023, -0.120, 0.475],
  "gap_ev": 7.5910,
  "homo_energy_ha": -0.32004,
  "charge": 0,
  "lumo_ev": -1.1
}

=====

(3)
{
  "formula": "C52H52INO7P2Ti",
  "method": "ωB97M-V/def2-TZVPD",
  "elements": ["Ti", "C", "C", "O", "C", "C", "O", "C", "C", "O", "C", "C", "O", "H", "H", "H", "H", "H", "H", "H", "H", "H", "H", "H", "H", "H", "H", "H", "H", "C", "C", "C", "C", "C", "C", "C", "C", "P", "C", "C", "C", "C", "C", "C", "C", "C", "C", "C", "C", "C", "C", "O", "C", "C", "C", "C", "C", "C", "P", "C", "C", "C", "C", "C", "C", "C", "C", "C", "C", "C", "C", "H", "H", "H", "H", "H", "H", "H", "H", "H", "H", "H", "H", "H", "H", "H", "H", "H", "H", "H", "H", "H", "H", "H", "H", "H", "H", "H", "H", "H", "H", "H", "H", "I", "C", "C", "C", "C", "C", "N", "H", "H", "H", "H", "O", "O"],
  "xyz": [[0.562, -3.352, 1.664], [5.300, -3.730, 0.930], [4.328, -4.834, 0.442], [3.325, -5.272, 1.415], [3.761, -5.470, 2.847], [2.518, -5.240, 3.724], [1.868, -4.041, 3.452], [1.203, -3.448, 4.632], [0.883, -2.092, 4.248], [0.383, -2.013, 2.911], [4.639, -0.253, 2.032], [5.234, -1.306, 1.250], [4.561, -2.598, 1.366], [5.935, -4.039, 1.764], [5.957, -3.470, 0.066], [3.764, -4.453, -0.403], [4.899, -5.674, 0.059], [4.046, -6.569, 2.959], [4.514, -4.766, 3.165], [1.783, -6.066, 3.584], [2.798, -5.329, 4.752], [0.295, -3.995, 4.883], [1.911, -3.498, 5.501], [0.059, -1.681, 4.913], [1.710, -1.395, 4.397], [3.584, -0.357, 2.421], [5.231, 0.600, 2.325], [5.351, -1.087, 0.147], [6.314, -1.490, 1.519], [-0.686, 6.457, -3.829], [-1.675, 5.509, -3.106], [-3.124, 6.009, -3.303], [-1.609, 4.082, -3.642], [-1.692, 3.957, -5.035], [-1.388, 2.710, -5.638], [-1.027, 1.640, -4.844], [-1.136, 1.712, -3.439], [-1.099, 0.142, -2.462], [-2.291, -0.966, -3.235], [-2.258, -2.306, -2.784], [-2.967, -3.320, -3.416], [-3.665, -3.030, -4.590], [-3.666, -1.730, -5.078], [-3.055, -0.699, -4.368], [0.394, -0.609, -3.282], [0.394, -1.386, -4.474], [1.559, -1.743, -5.079], [2.768, -1.321, -4.555], [2.835, -0.617, -3.370], [1.639, -0.304, -2.724], [-1.391, 2.950, -2.845], [-1.336, 3.052, -1.466], [-1.121, 4.285, -0.880], [-0.680, 4.291, 0.463], [-0.665, 5.485, 1.157], [-0.834, 6.690, 0.490], [-1.165, 6.659, -0.854], [-1.351, 5.467, -1.577], [-0.153, 2.731, 1.367], [-1.843, 2.528, 2.029], [-2.619, 1.617, 1.329], [-3.951, 1.411, 1.672], [-4.530, 2.208, 2.678], [-3.773, 3.080, 3.405], [-2.424, 3.297, 3.046], [0.727, 3.178, 2.921], [1.679, 4.176, 2.954], [2.332, 4.503, 4.132], [1.998, 3.837, 5.315], [1.055, 2.806, 5.303], [0.418, 2.460, 4.110], [-0.996, 6.521, -4.858], [0.349, 6.128, -3.651], [-0.831, 7.436, -3.339], [-3.527, 6.055, -4.307], [-3.214, 7.018, -2.905], [-3.822, 5.422, -2.708], [-1.904, 4.778, -5.670], [-1.448, 2.529, -6.714], [-0.737, 0.682, -5.274], [-1.691, -2.585, -1.914], [-2.969, -4.275, -2.961], [-4.205, -3.872, -5.045], [-4.251, -1.365, -5.930], [-3.213, 0.311, -4.675], [-0.544, -1.640, -4.949], [1.611, -2.227, -6.020], [3.714, -1.521, -5.091], [3.797, -0.375, -2.859], [1.672, 0.159, -1.755], [-0.463, 5.433, 2.225], [-0.806, 7.643, 0.979], [-1.328, 7.607, -1.303], [-2.170, 1.138, 0.496], [-4.585, 0.679, 1.107], [-5.596, 2.125, 2.911], [-4.120, 3.524, 4.324], [-1.733, 3.990, 3.550], [1.918, 4.622, 1.994], [3.102, 5.273, 4.060], [2.464, 4.165, 6.253], [0.768, 2.234, 6.200], [-0.349, 1.692, 4.052], [-2.833, -3.213, 3.298], [-2.239, -5.041, 2.339], [-3.159, -6.097, 2.110], [-2.763, -7.178, 1.326], [-1.425, -7.230, 0.900], [-0.582, -6.166, 1.162], [-1.028, -5.011, 1.808], [-4.155, -6.052, 2.552], [-3.452, -7.981, 1.095], [-0.931, -8.060, 0.385], [0.478, -6.117, 0.968], [1.666, -2.683, 0.166], [0.191, -2.459, 0.209]],
  "lowdin_charge": [1.166, -0.199, -0.137, -0.182, -0.085, -0.196, -0.217, -0.145, -0.252, -0.316, 0.067, -0.292, -0.185, 0.119, 0.139, 0.114, 0.122, 0.157, 0.112, 0.141, 0.125, 0.128, 0.164, 0.152, 0.134, 0.074, 0.056, 0.131, 0.133, -0.005, -0.414, -0.017, -0.079, 0.025, -0.033, -0.095, -0.243, 1.293, -0.369, -0.089, -0.054, -0.036, -0.044, -0.075, -0.310, -0.074, -0.058, -0.053, -0.051, -0.077, -0.168, 0.000, -0.180, -0.261, -0.092, -0.044, -0.020, -0.071, 1.116, -0.408, -0.134, -0.077, -0.097, -0.072, -0.067, -0.407, -0.128, -0.071, -0.078, -0.083, -0.108, 0.075, 0.109, 0.086, 0.086, 0.088, 0.097, 0.110, 0.121, 0.100, 0.091, 0.098, 0.125, 0.125, 0.103, 0.107, 0.110, 0.129, 0.128, 0.104, 0.099, 0.109, 0.104, 0.050, 0.114, 0.111, 0.107, 0.110, 0.108, 0.113, 0.112, 0.110, 0.097, 0.996, -0.696, -0.076, -0.009, -0.024, -0.079, -0.094, 0.115, 0.128, 0.130, 0.110, -0.248, -0.312],
  "gap_ev": [6.0322, 3.4693],
  "spin_multiplicity": 3,
  "homo_energy_ha": [-0.43093, -0.43015],
  "charge": 2,
  "lumo_ev": [-5.7, -8.2]
}

=====

(4)
{
  "formula": "C34H45N8NaP",
  "method": "ωB97M-V/def2-TZVPD",
  "elements": ["Na", "C", "C", "N", "C", "C", "C", "C", "C", "C", "C", "N", "C", "C", "N", "N", "H", "H", "H", "H", "H", "H", "H", "H", "H", "H", "H", "H", "H", "H", "H", "H", "H", "H", "C", "C", "C", "C", "C", "N", "H", "H", "H", "H", "H", "H", "H", "H", "H", "C", "P", "C", "C", "C", "C", "C", "C", "C", "H", "H", "H", "H", "H", "H", "H", "H", "H", "H", "H", "N", "C", "C", "C", "C", "C", "C", "C", "N", "C", "C", "N", "C", "H", "H", "H", "H", "H", "H", "H"],
  "xyz": [[-0.003, -0.183, 0.280], [-1.145, -1.229, 3.217], [-1.503, -2.356, 2.256], [-0.455, -2.571, 1.266], [-0.834, -3.467, 0.187], [-1.736, -2.789, -0.828], [-2.340, -3.486, -1.866], [-3.155, -2.783, -2.742], [-3.352, -1.424, -2.555], [-2.708, -0.810, -1.491], [-2.855, 0.672, -1.216], [-2.185, 1.072, 0.014], [-2.944, 0.734, 1.217], [-2.116, 0.935, 2.478], [-0.939, 0.067, 2.568], [-1.922, -1.485, -0.660], [-0.214, -1.497, 3.725], [-1.917, -1.172, 3.997], [-2.420, -2.119, 1.718], [-1.712, -3.263, 2.843], [0.386, -2.916, 1.713], [-1.332, -4.383, 0.538], [0.078, -3.791, -0.324], [-2.185, -4.551, -1.980], [-3.644, -3.293, -3.563], [-3.991, -0.855, -3.218], [-3.924, 0.930, -1.218], [-2.402, 1.214, -2.050], [-2.010, 2.070, -0.008], [-3.251, -0.307, 1.133], [-3.865, 1.330, 1.295], [-2.769, 0.817, 3.354], [-1.762, 1.970, 2.497], [-0.216, 0.571, 3.060], [2.579, 4.819, 2.292], [2.840, 3.972, 1.043], [2.704, 4.813, -0.229], [4.224, 3.315, 1.115], [1.827, 2.893, 0.994], [1.043, 2.054, 0.956], [3.325, 5.614, 2.340], [2.660, 4.221, 3.199], [1.592, 5.279, 2.262], [3.450, 5.608, -0.202], [1.719, 5.272, -0.300], [2.876, 4.211, -1.122], [4.981, 4.100, 1.133], [4.411, 2.678, 0.250], [4.332, 2.717, 2.019], [0.097, 2.674, -2.636], [0.767, 0.975, -2.427], [2.561, 1.373, -2.461], [0.521, 0.268, -4.091], [-0.055, -0.996, -4.187], [-0.252, -1.595, -5.425], [0.128, -0.934, -6.580], [0.707, 0.329, -6.499], [0.901, 0.922, -5.264], [0.583, 3.207, -3.456], [0.231, 3.249, -1.718], [-0.971, 2.621, -2.851], [2.804, 2.114, -3.226], [3.134, 0.470, -2.670], [2.875, 1.747, -1.486], [-0.364, -1.513, -3.283], [-0.704, -2.577, -5.482], [-0.023, -1.398, -7.546], [1.004, 0.845, -7.403], [1.354, 1.906, -5.218], [7.822, -5.159, -5.581], [7.199, -4.599, -4.797], [6.413, -3.899, -3.816], [6.880, -2.702, -3.280], [6.116, -2.024, -2.347], [4.899, -2.558, -1.945], [4.433, -3.757, -2.465], [5.190, -4.426, -3.413], [4.110, -1.856, -0.995], [4.559, -1.151, 0.101], [3.447, -0.616, 0.677], [2.327, -0.957, -0.044], [2.761, -1.702, -1.028], [7.829, -2.300, -3.604], [6.456, -1.078, -1.950], [3.498, -4.178, -2.121], [4.842, -5.361, -3.828], [5.597, -1.135, 0.379], [3.387, -0.005, 1.561], [2.164, -2.116, -1.827]],
  "lowdin_charge": [0.097, -0.191, -0.208, -0.076, -0.153, -0.250, -0.016, -0.049, -0.015, -0.254, -0.155, -0.073, -0.203, -0.196, -0.079, 0.138, 0.121, 0.119, 0.102, 0.125, 0.119, 0.128, 0.122, 0.118, 0.115, 0.122, 0.131, 0.101, 0.116, 0.102, 0.125, 0.119, 0.116, 0.098, -0.035, -0.588, -0.034, -0.036, -0.141, 0.235, 0.096, 0.093, 0.093, 0.097, 0.093, 0.076, 0.097, 0.078, 0.090, -0.269, 0.928, -0.266, -0.388, -0.114, -0.079, -0.076, -0.072, -0.090, 0.038, 0.020, 0.028, 0.044, 0.033, 0.007, 0.077, 0.104, 0.108, 0.108, 0.098, 0.174, -0.174, -0.222, -0.006, 0.005, -0.186, 0.004, -0.006, -0.019, -0.039, -0.128, 0.052, -0.172, 0.128, 0.119, 0.118, 0.127, 0.125, 0.098, 0.134],
  "gap_ev": 9.1357,
  "homo_energy_ha": -0.40761,
  "charge": 1,
  "lumo_ev": -2.0
}